Density functional theory data (wB97M-V/def2-TZVPD) for 11 unconnected molecules or ions with the total composition C17H56O11.

Structure (XYZ):
```
84
Properties=species:S:1:pos:R:3:forces:R:3:lowdin_charge:R:1
O 2.794 3.858 4.268 -0.45 0.30 -0.21 -0.127
O 2.220 -2.034 -3.069 -0.23 -0.90 -0.27 -0.116
O -2.150 0.881 3.969 0.53 -0.03 0.26 -0.127
O -0.777 -0.641 2.128 -1.03 -0.84 0.42 -0.058
O 1.036 4.198 0.122 -0.37 0.18 0.92 -0.123
O 3.484 0.101 -1.795 -1.84 0.50 -1.59 -0.076
O 3.125 2.572 -0.264 0.27 -0.75 0.61 -0.133
O -5.177 0.836 -1.833 -0.32 -0.26 -1.04 -0.058
O -2.571 -4.390 -2.991 -1.51 -1.11 -0.74 -0.067
O 0.313 1.361 -5.489 0.47 0.14 -1.37 -0.073
O -4.072 -3.755 3.456 -1.17 -0.43 0.83 -0.070
C 0.276 0.003 0.093 -0.18 0.41 -1.11 -0.061
C -3.794 0.797 0.059 1.17 0.56 -0.46 -0.084
C 4.448 -0.585 -1.141 3.00 0.11 1.36 -0.364
C 0.442 0.749 -4.235 -0.21 -0.55 -0.34 -0.333
C -3.400 -2.957 1.405 0.36 0.21 -0.70 -0.085
C 2.935 2.452 4.247 0.25 -0.23 0.25 -0.161
C 4.042 -1.041 0.229 -0.72 -0.78 0.19 -0.060
C -0.621 1.351 -3.392 0.24 0.41 1.52 -0.091
C 4.202 3.179 -0.901 0.79 0.14 -1.33 -0.167
C 0.464 4.462 1.429 -0.50 -0.34 0.02 -0.092
C -0.056 0.349 1.518 2.06 1.19 -0.75 -0.362
C -2.939 -3.313 2.777 0.20 0.57 0.09 -0.346
C 2.493 -3.224 -2.352 -0.23 -0.23 -0.10 -0.174
C -2.028 0.033 5.106 -1.39 -0.66 0.14 -0.133
C -3.970 0.293 -1.369 0.39 0.01 2.24 -0.332
C -1.479 -2.343 -2.934 0.27 0.83 0.06 -0.070
C -1.619 -3.694 -2.274 0.69 0.55 -0.04 -0.336
H 0.661 4.813 -0.513 0.02 0.00 0.06 0.093
H -2.530 -5.299 -2.685 -0.31 -0.13 -0.15 0.086
H 0.310 -0.329 -4.328 0.17 -0.18 0.08 0.098
H -0.718 -4.305 -2.324 0.62 0.47 0.24 0.107
H -3.792 1.881 -0.061 -0.27 0.21 0.64 0.073
H 0.091 3.556 1.907 0.20 -0.46 -0.47 0.061
H 3.339 -1.852 0.044 -0.27 -0.06 0.60 0.057
H 2.135 -3.218 -1.322 -0.09 0.29 0.20 0.063
H -3.001 -0.409 5.319 -0.39 0.22 0.26 0.081
H 3.332 0.924 -1.324 -0.48 0.44 0.25 0.048
H 5.292 0.092 -1.006 0.57 0.07 -0.06 0.106
H 4.417 4.229 -0.704 -0.30 0.07 0.71 0.084
H -0.450 0.941 -5.893 -0.01 0.17 -0.30 0.083
H -0.496 1.345 1.560 -0.79 0.03 -0.13 0.098
H -2.807 1.558 4.148 -0.04 -0.04 -0.06 0.097
H 2.265 3.996 5.056 -0.02 0.58 -0.01 0.072
H -2.527 -2.642 0.833 -0.01 -0.22 -0.30 0.061
H 3.535 -3.541 -2.331 0.35 0.37 -0.09 0.073
H -0.574 0.180 -0.566 -0.50 -0.58 0.24 0.039
H 4.843 -1.414 0.867 0.22 -0.05 -0.31 0.080
H 3.411 2.198 5.194 0.26 -0.68 -0.16 0.078
H 3.551 -0.242 0.785 -0.13 0.08 -0.12 0.072
H 1.166 4.858 2.162 0.26 0.38 -0.49 0.074
H -4.907 1.562 -2.399 -0.42 0.07 -0.12 0.083
H 5.109 2.604 -0.715 0.00 0.01 0.22 0.079
H -0.669 0.817 -2.443 -0.34 0.12 0.07 0.038
H -1.700 0.540 6.014 0.44 -0.03 -0.20 0.084
H -3.939 -0.789 -1.242 -0.48 -0.22 -1.02 0.103
H 4.842 -1.395 -1.755 -0.33 -0.16 -0.10 0.119
H -4.524 0.443 0.787 -0.08 0.07 -0.27 0.076
H 1.455 0.929 -3.875 -0.09 0.07 0.14 0.116
H 1.974 1.943 4.189 -0.14 -0.07 -0.09 0.066
H -3.879 -4.006 4.362 0.17 0.02 -0.01 0.083
H -4.050 -2.082 1.417 -0.19 -0.10 0.22 0.072
H -1.403 -2.381 -4.020 0.20 -0.49 -0.01 0.083
H 3.536 2.153 3.389 0.06 0.11 0.15 0.081
H 0.864 0.527 2.075 0.60 -0.19 0.10 0.102
H -0.312 2.376 -3.189 -0.23 0.17 0.14 0.079
H -0.612 -1.789 -2.574 0.15 -0.13 0.09 0.054
H 2.674 -1.270 -2.706 0.14 0.25 0.40 0.020
H -1.930 -3.600 -1.233 0.16 0.19 0.25 0.093
H -1.596 1.393 -3.877 0.03 -0.31 -0.06 0.079
H 0.655 -1.006 -0.067 -0.10 -0.05 0.24 0.081
H 1.974 -4.055 -2.829 -0.20 0.19 -0.24 0.071
H 4.050 3.151 -1.981 0.05 -0.07 -0.35 0.081
H 2.385 3.178 -0.187 -0.50 0.37 0.04 0.024
H -2.553 -2.388 3.206 0.30 0.01 0.35 0.085
H 0.976 0.686 -0.390 0.53 0.12 0.55 0.065
H -3.936 -3.788 0.947 0.15 0.03 -0.18 0.084
H -2.161 -4.075 2.811 0.20 -0.03 -0.28 0.118
H -2.340 -1.697 -2.760 -0.21 -0.20 0.27 0.056
H -3.106 0.650 -1.931 -0.03 -0.28 -0.31 0.091
H -1.487 -0.881 4.859 0.79 0.55 -0.11 0.079
H -1.244 -0.170 2.821 -0.51 -0.19 0.21 0.019
H -0.434 5.072 1.335 0.25 0.37 -0.03 0.083
H -2.785 0.531 0.372 0.03 -0.16 0.42 0.052
```
Forces are in eV/Å.

Values from the calculation:
LUMO energy = 0.14 eV
Highest occupied orbital energy = -9.73 eV
Structure (SMILES) = CCO.CCO.CCO.CCO.CCO.CCO.CO.CO.CO.CO.CO
2S+1 = 1
Kohn-Sham gap = 9.87 eV
Energy above the lowest of the compared OMol25 structures with the same formula, charge and spin = 247.5 kJ/mol
Net charge = 0
Calculated total energy = -1508.738848 hartree
F_max = 3.30 eV/A

=====

Density functional theory data (wB97M-V/def2-TZVPD) for a molecular structure, C17H61BrN27NbO16P.

Structure (XYZ):
```
124
Properties=species:S:1:pos:R:3:forces:R:3:lowdin_charge:R:1
Nb 4.386 0.589 -1.167 1.95 -0.84 -0.19 1.092
Br 4.655 4.778 -2.851 -0.28 -1.40 -0.36 0.542
P 3.587 -0.448 1.070 -0.92 0.87 0.33 0.611
O -2.002 -5.444 -10.063 0.14 -0.01 -0.24 0.009
O 4.375 3.577 -8.911 0.12 -0.01 -0.31 0.013
O -6.854 0.910 8.021 0.45 0.09 0.15 0.008
O 3.330 2.743 -4.418 5.75 1.13 5.34 -0.213
O 1.960 -1.111 0.879 0.17 2.74 0.25 -0.530
O 0.397 1.533 -2.270 -0.26 -0.01 0.18 -0.024
O -5.001 3.448 5.341 0.20 -0.01 -0.10 0.024
O -1.672 -4.881 -0.216 -0.39 -0.27 -0.22 0.008
O 6.205 4.658 0.281 0.20 0.27 0.28 -0.012
O 1.923 -5.385 -6.485 0.12 -0.11 0.09 0.020
O 7.075 0.721 1.882 -1.64 -0.25 -9.63 -0.122
O -7.960 -2.623 6.449 -0.23 -0.08 0.12 0.009
O 0.729 -5.494 3.113 -0.10 -0.02 -0.09 0.020
O -1.187 -1.820 -5.172 -0.67 0.29 -0.20 -0.013
O 0.451 2.421 6.056 0.50 0.04 0.41 -0.002
O 1.626 3.276 3.120 -0.12 0.44 0.02 0.010
N 2.906 5.114 2.854 0.70 0.92 -1.36 0.147
N -1.038 1.529 4.615 0.14 -0.95 -0.64 0.169
N -8.707 1.751 7.047 -0.41 1.43 -0.66 0.152
N 0.788 -2.785 -5.677 0.51 0.20 -0.95 0.155
N -4.136 -5.874 -9.470 -1.34 -0.11 -0.78 0.144
N -6.037 3.907 7.291 0.08 -0.38 1.07 0.154
N 3.338 4.036 -6.960 0.14 -0.39 0.52 0.160
N -5.727 -2.697 6.134 0.92 0.63 0.53 0.161
N 1.942 -7.392 -7.515 0.39 -1.43 0.40 0.149
N -6.494 5.135 5.452 -0.62 0.96 -1.04 0.149
N 2.591 -4.619 4.037 1.18 0.05 -0.35 0.157
N 0.673 -4.708 5.227 -1.08 0.06 1.15 0.145
N 2.446 4.347 4.928 0.10 -0.02 1.26 0.162
N 6.149 5.445 2.395 -1.00 0.37 1.16 0.153
N 8.067 5.534 1.206 1.58 0.36 -0.41 0.144
N -2.501 -5.908 -7.912 0.67 -0.19 0.95 0.162
N -1.670 -2.746 -0.948 -1.12 1.02 -1.13 0.130
N -0.061 -3.457 0.469 0.46 -0.18 0.41 0.182
N -0.115 -3.065 -3.625 -0.40 -0.30 0.89 0.171
N 1.181 -5.567 -8.608 -0.47 0.80 -0.75 0.162
N -1.300 0.967 -3.644 -1.42 -0.54 0.26 0.147
N -1.704 3.087 6.109 -0.59 0.86 0.82 0.162
N -8.748 -0.315 7.959 -0.26 -0.54 0.81 0.151
N 6.406 -0.021 -0.636 2.56 4.99 7.99 -0.193
N 0.400 2.240 -4.413 0.54 0.87 -0.66 0.162
N -7.069 -4.165 5.064 -0.57 -1.05 -0.78 0.149
N 2.882 5.264 -8.800 -0.68 1.22 -1.19 0.135
C -0.235 -2.510 -4.846 0.26 0.04 -0.04 -0.716
C -0.687 2.351 5.622 0.12 -0.04 -0.23 -0.702
C -5.791 4.118 5.985 0.52 -0.41 -0.06 -0.717
C 5.289 1.683 -2.957 0.42 3.71 -1.69 -0.401
C -1.168 -3.769 -0.231 0.62 -0.73 0.79 -0.724
C 1.697 -6.069 -7.470 0.15 0.58 0.41 -0.715
C 1.293 -4.975 4.062 -0.03 -0.20 -0.69 -0.716
C -6.984 -3.128 5.918 -0.18 0.24 0.20 -0.712
C 3.428 1.023 2.309 -0.94 0.79 0.49 -0.421
C 3.584 4.247 -8.267 0.44 -0.67 0.44 -0.724
C -0.132 1.577 -3.369 0.42 0.06 0.46 -0.719
C -2.824 -5.723 -9.205 0.57 0.14 -0.08 -0.722
C -8.024 0.790 7.697 0.11 -0.56 0.24 -0.713
C 6.799 0.594 0.554 -1.41 -4.58 1.60 -0.300
C 4.309 2.902 -3.525 -3.07 -3.02 -4.01 -0.700
C 6.769 5.178 1.231 -0.63 -0.66 -1.03 -0.712
C 2.282 4.185 3.602 -0.64 -0.91 0.13 -0.698
H -5.605 -1.919 6.767 0.01 -0.15 -0.23 0.111
H 2.330 -7.821 -6.687 -0.14 0.14 -0.30 0.111
H -7.990 -4.530 4.866 0.37 0.12 0.04 0.109
H -1.528 -5.807 -7.657 -0.26 0.04 0.01 0.098
H 4.219 -0.985 -2.055 -0.54 -0.61 -0.27 -0.169
H 2.344 1.491 2.135 2.43 -0.98 0.54 0.034
H 4.189 1.887 2.071 -1.41 -1.94 0.27 0.014
H -0.312 0.953 4.212 -0.18 0.30 0.00 0.114
H 5.635 0.979 -3.841 -1.16 1.35 1.66 0.064
H 1.278 2.716 -4.261 0.03 -0.24 -0.11 0.064
H -1.496 3.721 6.867 -0.09 -0.24 -0.32 0.107
H 3.839 3.283 -6.509 -0.31 0.24 0.13 0.086
H 0.993 -6.127 -9.422 -0.11 0.20 0.09 0.098
H -4.818 -6.104 -8.767 0.12 0.08 -0.15 0.096
H -8.284 -1.069 8.446 -0.21 0.12 -0.45 0.102
H -7.146 5.691 5.978 0.15 -0.07 -0.13 0.095
H -4.435 -5.747 -10.427 0.08 -0.03 0.37 0.109
H 8.582 5.356 0.355 -0.18 0.03 0.32 0.110
H -1.258 -1.829 -0.964 -0.01 -0.06 0.04 0.103
H -1.745 0.455 -2.895 0.20 0.14 -0.42 0.097
H -0.304 -4.955 5.300 0.38 0.12 -0.03 0.107
H 6.267 2.241 -2.564 -2.15 -1.17 -0.69 0.047
H 0.978 -4.578 -8.629 0.00 -0.35 -0.09 0.113
H 0.358 -2.543 0.460 0.30 -0.03 0.05 0.058
H 5.172 5.198 2.469 0.34 -0.18 0.00 0.063
H -0.032 2.279 -5.320 0.12 -0.11 0.19 0.094
H 0.667 -3.635 -3.352 -0.10 0.13 0.01 0.107
H -8.211 2.603 6.825 -0.11 -0.32 -0.01 0.081
H 2.229 5.820 -8.273 0.15 -0.11 -0.11 0.092
H 3.106 -4.797 3.186 -0.14 0.17 0.27 0.116
H 2.687 4.585 -6.425 0.21 -0.20 0.07 0.095
H -9.671 1.658 6.778 0.22 -0.01 0.02 0.097
H -9.713 -0.418 7.695 0.28 -0.11 -0.05 0.100
H 1.575 -3.354 -5.413 -0.15 -0.04 -0.21 0.077
H 6.610 5.873 3.180 -0.07 -0.15 -0.14 0.092
H -4.919 -3.109 5.699 -0.13 0.13 0.07 0.101
H -6.688 4.456 7.827 0.18 -0.09 -0.03 0.101
H 4.536 2.171 -0.237 -0.42 0.19 0.08 -0.104
H -6.347 5.338 4.473 -0.07 -0.04 0.33 0.113
H -6.268 -4.585 4.624 -0.16 0.07 0.03 0.100
H 3.555 0.713 3.432 -0.39 0.49 -2.08 0.035
H 1.134 -4.280 6.012 -0.12 -0.05 -0.16 0.095
H -1.975 1.467 4.254 0.17 0.07 0.04 0.102
H 2.684 0.972 -1.670 0.40 -0.12 0.26 -0.105
H -2.644 3.032 5.755 -0.10 0.09 0.02 0.067
H -2.502 -2.926 -1.493 0.20 0.11 0.27 0.111
H -1.741 1.001 -4.547 0.15 -0.27 0.16 0.089
H 3.448 5.866 3.246 -0.30 -0.04 -0.05 0.084
H 1.398 -0.283 0.732 0.86 -1.60 0.06 0.036
H 1.758 -7.960 -8.325 0.04 0.10 0.17 0.096
H 0.358 -4.189 1.026 -0.09 0.15 0.01 0.089
H 2.986 5.095 5.330 -0.09 -0.15 -0.13 0.091
H -3.175 -6.138 -7.202 0.18 0.10 -0.08 0.101
H -0.857 -2.890 -2.961 0.43 -0.16 -0.10 0.059
H 3.028 5.467 -9.779 -0.08 -0.06 0.39 0.103
H 0.749 -2.394 -6.607 0.08 -0.12 0.41 0.104
H 3.061 -4.191 4.817 -0.06 -0.01 -0.22 0.098
H -5.536 3.154 7.743 -0.36 -0.01 -0.07 0.106
H 1.999 3.677 5.537 -0.16 -0.04 -0.05 0.069
H 2.816 5.040 1.850 0.06 0.03 0.18 0.123
H 8.537 5.962 1.985 -0.06 -0.13 -0.18 0.089
```
Forces are in eV/Å.

Values from the calculation:
LUMO energy = 1.50 eV
Highest occupied orbital energy = -4.36 eV
2S+1 = 1
Kohn-Sham gap = 5.85 eV
Net charge = -1
Calculated total energy = -6339.242124 hartree
F_max = 9.77 eV/A